(1)
91
Properties=species:S:1:pos:R:3:forces:R:3:lowdin_charge:R:1 method="wB97M-V/def2-TZVPD" total_charge=-2 orbital_gap_ha="0.1857 / 0.1809" multiplicity=6 lumo_ev="3.3 / 2.6"
S 0.737 -3.563 -0.071 -0.2 0.0 -0.2 0.425
H -1.551 4.693 -2.063 0.0 0.0 0.0 0.059
H 0.428 2.490 0.693 0.0 0.1 0.0 0.032
C -1.683 3.385 -3.781 0.0 -0.1 0.0 -0.296
H 1.035 -0.339 5.482 0.0 0.0 0.0 0.103
H -5.079 -0.487 2.028 0.0 0.0 0.0 0.101
C -1.512 3.072 -0.007 0.0 0.0 -0.1 -0.304
H -4.468 1.253 -2.527 0.0 0.0 0.0 0.086
H -0.817 5.329 -3.537 0.0 0.0 0.0 0.075
C -2.002 3.694 -5.101 0.0 0.0 0.0 -0.065
H 3.346 0.217 5.903 0.0 0.0 0.0 0.099
H 5.929 -7.592 0.086 0.0 0.0 0.0 0.074
H 2.895 0.574 0.904 0.1 -0.1 0.0 0.061
H 3.630 -6.670 2.319 0.0 0.0 0.0 0.101
C 3.228 -4.487 -0.835 0.0 0.0 0.0 -0.078
O -1.382 -1.403 -3.118 0.0 -0.1 0.0 -0.417
H -4.624 3.419 -0.228 0.0 0.0 0.0 0.085
H 4.045 1.299 3.790 0.0 0.0 0.0 0.116
O 0.953 -2.414 0.823 -0.2 0.1 0.2 -0.396
H 3.257 -1.344 5.104 0.0 0.0 0.0 0.110
O -1.980 -3.617 -2.500 -0.1 0.1 0.0 -0.305
C -2.627 1.188 -4.149 0.1 0.0 0.0 -0.136
C 1.635 -0.029 4.622 0.0 0.0 0.0 -0.188
O -0.349 -4.426 0.317 0.1 -0.1 0.0 -0.301
C -0.391 3.190 0.813 0.0 0.0 0.0 -0.152
C -2.622 2.780 -5.938 0.0 0.0 0.0 -0.097
C 5.854 -6.727 0.750 0.0 0.0 0.0 -0.067
C -6.041 0.054 0.194 0.0 0.0 0.0 -0.098
C -4.943 -0.094 1.026 0.0 0.0 0.0 -0.054
H -3.295 5.664 1.240 0.0 0.0 0.0 0.102
Se 4.720 1.204 -4.230 0.1 0.1 -0.1 -0.269
Ru 0.426 -0.632 -0.978 0.4 0.8 -0.2 0.738
C -2.508 -0.007 1.545 0.0 0.0 0.0 -0.065
C -2.934 1.519 -5.461 0.0 0.0 0.0 -0.082
Se 3.141 -1.048 -1.454 -0.4 0.4 -0.1 0.114
Se 6.208 1.263 -0.343 -0.1 0.1 0.1 -0.301
C 2.339 -5.359 1.220 0.0 0.0 0.0 -0.059
C 3.873 -0.406 2.509 0.1 -0.2 -0.1 -0.184
C -3.485 0.733 -0.692 0.0 -0.1 0.1 -0.296
C -2.478 4.958 1.129 0.0 0.0 0.0 -0.070
H -4.152 4.991 -0.890 0.0 0.0 0.0 0.080
C -4.589 0.872 -1.523 0.0 0.0 0.0 -0.145
O -1.852 -1.885 -0.878 0.0 0.1 0.0 -0.452
C -0.981 4.425 -2.951 0.0 0.0 0.0 -0.059
H -1.872 -0.814 1.180 0.0 0.0 0.0 0.061
Sb 4.290 1.217 -1.860 0.2 -0.2 -0.2 -0.199
H 4.742 -0.228 1.872 -0.1 0.0 0.0 0.060
H 1.517 -5.428 1.922 0.0 0.0 0.0 0.112
H -3.399 0.782 -6.103 0.0 0.0 0.0 0.101
N 2.733 0.157 1.812 -0.1 -0.1 0.0 0.096
O 0.550 0.330 1.343 0.1 -0.4 0.1 -0.123
H -6.708 0.645 -1.761 0.0 0.0 0.0 0.095
H -2.877 -0.285 2.534 0.0 0.0 0.0 0.079
Cl -2.216 -2.234 -2.259 0.3 -0.2 -0.1 0.658
C -3.814 3.967 -0.713 0.0 0.0 0.0 -0.058
H 5.111 -0.032 4.206 0.0 0.0 0.0 0.106
H -1.741 4.677 -5.481 0.0 0.0 0.0 0.100
H -2.847 3.052 -6.962 0.0 0.0 0.0 0.093
H -1.321 5.836 2.704 0.0 0.0 0.0 0.092
C 4.403 -5.192 -0.616 0.0 0.0 0.0 -0.038
H 0.567 4.243 2.414 0.0 0.0 0.0 0.100
C 1.450 -0.098 2.084 0.0 0.6 -0.1 -0.497
H 3.101 -3.876 -1.718 0.0 0.0 0.0 0.062
Sb -1.519 1.363 -1.337 -0.3 0.0 0.1 1.435
C -5.864 0.537 -1.090 0.0 0.0 0.0 -0.097
H 1.557 -1.794 3.352 0.1 -0.1 0.0 0.117
H -0.016 4.050 -2.607 0.0 0.0 0.0 0.035
H -7.029 -0.221 0.546 0.0 0.0 0.0 0.092
H 5.208 -5.118 -1.338 0.0 0.0 0.0 0.114
H -2.846 0.189 -3.798 0.0 0.0 0.0 0.068
H -1.875 0.872 1.661 0.0 0.0 0.0 0.056
C 4.093 0.210 3.886 0.0 0.0 0.0 -0.187
C 1.136 -0.789 3.387 -0.2 0.0 -0.1 -0.098
H 0.053 -0.905 3.403 0.0 0.0 0.0 0.119
C 3.109 -0.268 4.950 0.0 0.0 0.0 -0.221
O -3.602 -1.913 -2.485 0.0 0.1 0.0 -0.336
C 3.520 -6.057 1.431 0.0 0.0 0.0 -0.056
H 1.451 1.044 4.493 0.0 0.0 0.0 0.117
Se 1.289 1.566 -1.890 0.0 -1.0 0.3 0.082
O 0.731 -3.055 -1.453 0.0 -0.1 0.2 -0.454
H 6.720 -6.092 0.557 0.0 0.0 0.0 0.075
C -1.367 5.060 1.949 0.0 0.0 0.0 -0.100
C -2.576 3.975 0.145 0.0 0.0 0.1 -0.304
C -0.314 4.173 1.788 0.0 0.0 0.0 -0.085
H -3.645 3.499 -1.679 0.0 0.0 -0.1 0.051
C -3.654 0.230 0.606 -0.1 0.0 0.0 -0.287
C 4.570 -5.975 0.521 0.0 0.0 0.0 -0.289
C 2.202 -4.562 0.094 0.1 0.1 0.0 -0.259
H 3.756 -1.494 2.590 0.0 0.0 0.0 0.129
C -2.012 2.108 -3.298 0.0 0.0 0.1 -0.303
H 5.921 -7.089 1.777 0.0 0.0 0.0 0.065


(2)
63
Properties=species:S:1:pos:R:3:forces:R:3:lowdin_charge:R:1 method="wB97M-V/def2-TZVPD" total_charge=-1 orbital_gap_ha=0.1964 lumo_ev=2.3
I -2.958 -1.771 3.294 -1.3 0.4 0.7 0.841
C -0.968 1.470 1.968 -0.8 -0.8 -1.3 -0.092
C 0.737 2.613 -1.114 -1.0 0.1 0.7 -0.043
H -1.188 2.938 -0.026 0.4 0.0 0.2 0.087
H 1.247 3.177 -0.357 0.3 0.4 0.5 0.068
C 1.867 1.341 2.265 -0.8 1.9 -0.1 -0.077
C -0.328 2.571 2.420 0.5 1.0 0.2 -0.108
C -3.113 2.571 -1.869 -1.1 -1.7 1.1 -0.155
H 3.149 -3.146 1.778 0.2 -0.4 0.1 0.097
C -1.144 -3.588 -1.870 -1.6 0.7 0.7 -0.031
N -0.772 -0.369 -1.486 0.3 0.1 1.1 0.144
C -1.693 2.009 -1.850 1.1 -1.4 -0.5 -0.309
H -1.796 -2.822 -2.329 0.5 -0.2 0.4 0.107
C 3.265 1.428 2.387 -1.1 -0.9 -0.3 -0.063
H -4.988 2.261 -3.041 -0.6 0.7 -0.3 0.035
C -0.258 0.323 1.546 0.4 0.3 0.5 -0.192
H 4.972 2.492 2.869 -1.4 0.8 0.3 0.105
O -2.625 0.282 -0.503 -0.8 0.3 1.0 0.085
C 1.468 -3.088 0.536 -0.3 0.9 -0.2 -0.209
Be -0.292 -1.411 -0.243 0.5 -0.3 0.5 0.206
H 1.168 2.902 -2.058 0.0 0.0 -0.5 0.073
H 1.246 4.569 3.541 -0.3 -1.0 -0.4 0.118
H -3.632 1.257 -3.570 -0.7 0.1 0.7 0.076
H 3.512 4.553 3.746 1.3 1.6 0.8 0.063
N 1.151 -1.760 0.533 0.3 -0.7 0.2 -0.028
C 0.569 -3.890 -0.215 -0.1 1.0 0.6 -0.154
H -0.397 -1.645 3.024 0.3 0.3 -0.3 0.073
H -1.170 -2.721 1.825 0.4 -0.5 -0.2 0.028
C 0.798 -5.219 -0.426 0.4 -0.9 -1.0 -0.026
C 1.195 0.157 1.662 -1.5 1.5 0.8 -0.247
C -1.677 0.602 -1.173 -1.9 0.5 -1.3 -0.393
H -4.629 0.854 -2.019 1.0 1.1 -1.1 0.090
C 1.125 2.561 2.602 -1.9 -2.4 -0.4 -0.169
C 2.518 -3.786 1.171 -0.5 2.7 -0.1 -0.038
H 0.952 1.577 -0.896 0.0 -0.3 -0.1 0.068
C 2.744 -5.097 0.902 1.9 0.4 2.1 -0.178
C -0.125 -0.358 -2.640 1.7 -0.4 -0.9 -0.512
H 3.563 -5.527 1.480 0.0 -0.2 -0.4 0.104
H -0.920 3.964 -1.437 0.0 -0.5 0.2 0.129
H -1.756 -4.472 -1.664 0.1 0.1 0.2 0.098
O -0.578 -3.075 -0.647 0.9 -1.5 -0.2 -0.123
N -0.376 0.717 -3.540 -1.1 0.6 1.6 0.224
C -4.177 1.675 -2.684 1.7 -0.8 1.5 -0.057
H -2.072 1.505 1.717 1.4 -0.2 0.6 0.135
H -0.054 0.648 -4.458 0.9 -0.4 -1.5 0.130
H -0.915 3.500 2.479 0.6 -0.3 0.4 0.101
C -1.162 -1.742 2.263 0.5 -0.5 -0.7 -0.685
O 0.682 -1.246 -2.914 -0.6 0.7 -0.7 0.056
C 3.107 3.709 3.318 -0.1 -3.1 -1.4 -0.101
O -1.101 -0.809 1.208 0.8 0.0 0.7 -0.244
H -3.378 2.613 -0.757 0.0 0.1 -1.6 0.136
C -1.111 1.868 -3.282 -0.6 0.5 0.7 -0.395
C 3.840 2.580 2.858 2.5 0.1 0.4 -0.114
N 1.921 -0.854 1.328 0.0 -1.6 -1.0 0.077
O -1.299 2.755 -4.101 0.5 -1.0 0.1 0.076
C 1.750 3.640 3.193 0.4 1.9 0.4 -0.091
C 1.988 -5.843 0.091 -2.0 -0.4 -1.0 -0.125
C -0.777 2.937 -1.032 0.4 0.7 -0.9 -0.145
H 2.313 -6.869 0.000 -0.7 -0.2 -0.6 0.086
H -0.347 -3.844 -2.499 1.0 -0.2 -1.1 0.078
H 3.816 0.517 2.082 -0.1 0.9 0.2 0.110
H 0.161 -5.750 -1.132 0.0 -0.1 0.4 0.101
H -3.049 3.567 -2.254 -0.1 0.6 -0.3 0.095


(3)
14
Properties=species:S:1:pos:R:3:forces:R:3:lowdin_charge:R:1 method="wB97M-V/def2-TZVPD" orbital_gap_ha=0.3664 lumo_ev=0.8
H -2.129 0.491 0.952 0.4 -0.1 -0.9 0.085
H 3.936 -0.787 -0.161 0.2 0.2 -0.1 0.026
H -2.138 1.194 -0.787 0.6 -1.7 1.3 0.103
C 3.009 -0.267 -0.170 -0.3 -0.4 0.5 0.112
H -0.482 -1.604 1.146 0.0 -0.2 -1.2 0.108
N -0.479 -0.206 -0.332 -1.7 -0.3 0.5 -0.225
H -0.789 -2.104 -0.461 -0.4 -0.8 0.1 0.067
C -1.893 0.272 -0.125 -0.2 -0.3 -1.1 -0.071
N -0.220 -1.542 0.134 0.1 1.6 0.7 0.056
H -2.502 -0.628 -0.457 0.4 1.3 0.4 0.082
C 0.511 0.696 -0.093 1.5 -0.4 0.9 -0.476
N 0.239 1.922 0.096 0.0 0.3 0.0 0.134
C 1.871 0.083 -0.012 -0.8 0.9 -0.7 -0.056
H 1.068 2.479 0.271 0.1 -0.1 -0.2 0.054


(4)
48
Properties=species:S:1:pos:R:3:forces:R:3:lowdin_charge:R:1 method="wB97M-V/def2-TZVPD" total_charge=+2 orbital_gap_ha="0.2165 / 0.2176" multiplicity=3 lumo_ev="-8.1 / -8.1"
H 2.212 2.350 -1.434 0.1 0.2 -0.1 0.066
C 1.906 -1.304 -2.637 0.6 0.2 -0.4 -0.010
H -0.120 0.782 -3.712 -0.2 -0.3 0.0 0.076
H 1.579 2.108 -3.055 -0.2 -0.6 0.2 0.091
C 0.714 -1.008 3.907 0.0 1.7 -1.2 -0.053
H 0.997 -0.341 2.038 -0.6 0.0 0.9 0.079
H -0.267 5.105 -2.057 0.0 0.0 0.0 0.080
N 0.549 -0.056 2.923 0.3 -0.5 0.7 0.062
C 1.305 2.017 -2.000 0.2 -0.4 1.4 -0.309
H 2.119 -0.360 -3.158 -0.1 -0.3 0.0 0.086
C -0.068 1.150 3.102 0.0 -0.9 0.5 -0.013
C -0.526 -0.561 -2.067 0.6 -0.8 0.3 -0.288
C 0.731 -1.186 -1.733 -1.1 -0.6 0.6 -0.374
Pr 0.844 0.698 -0.099 -0.6 0.4 -3.0 1.360
H -0.017 3.057 -0.565 -0.1 0.0 0.0 0.074
C -0.400 0.494 5.439 0.3 -0.4 -1.0 0.006
H -0.764 2.703 -2.158 0.4 -0.1 0.3 0.118
H -1.835 0.506 -3.388 0.3 -0.1 -0.1 0.086
C 0.183 2.983 -1.660 0.2 1.0 -1.0 -0.354
H 1.510 -2.685 1.273 0.0 -0.2 -0.2 0.065
C 0.535 -1.889 -0.485 -0.4 0.7 -0.8 -0.346
C 0.574 4.418 -2.143 -0.4 -0.1 0.5 -0.072
H 1.283 -3.860 -0.041 0.1 0.4 0.1 0.119
H -3.399 -1.688 -1.667 0.3 0.3 0.2 0.118
H 1.397 4.838 -1.558 0.0 -0.2 0.0 0.083
C -0.605 1.383 4.371 -0.1 0.4 -0.1 0.028
H -0.877 -0.762 -4.175 0.0 0.3 0.3 0.117
H -3.448 -0.638 -0.241 0.1 0.0 -0.3 0.084
C -0.849 0.023 -3.397 -0.2 0.4 -0.5 -0.010
C -1.511 -2.498 0.970 -0.5 -0.1 0.6 -0.015
H -0.734 0.689 6.453 -0.1 0.2 -0.2 0.141
H 1.736 -2.082 -3.406 0.1 0.3 0.4 0.120
H -0.112 1.866 2.246 -0.1 -0.6 1.0 0.131
C -1.478 -0.915 -1.070 0.7 0.1 -0.2 -0.233
C -2.955 -0.782 -1.213 -0.6 0.4 0.1 -0.016
H -1.002 -2.411 1.940 -0.1 -0.2 -0.1 0.063
C -0.828 -1.707 -0.089 0.8 0.2 -0.3 -0.267
H 1.288 -1.867 3.567 -0.3 0.0 0.5 0.141
H -2.544 -2.155 1.120 0.3 -0.1 0.0 0.086
H 2.545 -2.610 -0.158 -0.3 -0.2 0.0 0.090
C 1.512 -2.799 0.175 0.5 -0.3 0.3 -0.016
C 0.288 -0.699 5.183 0.4 -0.6 0.3 -0.630
H -1.572 -3.575 0.724 0.2 0.5 0.0 0.116
H 0.894 4.401 -3.186 -0.1 -0.2 0.1 0.088
H 2.821 -1.572 -2.089 -0.2 -0.1 -0.2 0.088
H -3.231 0.060 -1.863 0.0 -0.2 0.3 0.084
Br 0.800 -1.912 6.518 -0.3 0.2 0.0 0.920
H -1.183 2.289 4.555 0.3 -0.1 -0.2 0.144